# 1
This record from the OMol25 dataset describes a molecular structure, C33H57CoIN2O2Si at a distorted geometry. The level of theory is ωB97M-V with the def2-TZVPD basis set.

- 2S+1 = 5
- gap between HOMO and LUMO (spin up / spin down) (eV) = 9.0 / 4.6
- maximum force (hartree/bohr) = 0.04213
- net charge = +1

Geometry (Å):
O 1.31 1.30 2.45
O -3.84 4.61 -0.02
C 0.32 0.72 3.32
C 0.64 0.77 4.81
H 0.25 -0.31 2.93
H -0.67 1.19 3.16
H 1.52 0.17 5.07
H -0.23 0.35 5.33
H 0.75 1.80 5.17
C 1.00 2.65 1.99
C -0.28 3.30 2.47
H 1.02 2.57 0.90
H 1.85 3.28 2.29
H -1.14 2.93 1.91
H -0.20 4.37 2.25
H -0.47 3.20 3.54
C -2.82 4.39 -1.00
C -4.76 3.53 0.06
C -1.71 5.41 -0.80
H -3.27 4.49 -2.00
H -2.37 3.37 -0.95
H -2.12 6.40 -0.59
H -1.09 5.47 -1.70
H -1.07 5.11 0.03
C -5.89 3.89 1.00
H -4.27 2.61 0.45
H -5.15 3.29 -0.94
H -5.51 4.05 2.02
H -6.60 3.06 1.02
H -6.41 4.79 0.69
H -1.50 -0.51 -1.26
N 1.74 -2.26 0.61
C 1.56 -3.27 -0.24
C 1.35 -3.08 -1.61
C 1.48 -1.87 -2.30
C 1.59 -4.70 0.25
H 0.83 -4.90 1.02
H 2.57 -4.98 0.67
H 1.39 -5.39 -0.59
C 1.31 -1.92 -3.80
H 2.28 -1.91 -4.31
H 0.72 -1.07 -4.19
H 0.79 -2.85 -4.08
N 1.85 -0.74 -1.70
C 1.88 -2.53 2.00
C 0.76 -2.84 2.81
C -0.62 -3.04 2.24
C 0.95 -2.90 4.19
H 0.09 -3.10 4.84
C 2.22 -2.72 4.74
H 2.35 -2.75 5.83
C 3.34 -2.55 3.92
H 4.34 -2.47 4.34
C 3.19 -2.49 2.53
C 4.37 -2.38 1.61
C 2.44 0.27 -2.49
C 1.67 1.34 -2.98
C 0.18 1.33 -2.83
C 2.31 2.39 -3.64
H 1.70 3.22 -3.99
C 3.69 2.35 -3.85
H 4.18 3.19 -4.34
C 4.43 1.24 -3.45
H 5.51 1.18 -3.64
C 3.81 0.18 -2.79
C 4.59 -1.04 -2.43
Co 2.38 -0.32 0.58
H -1.26 -2.15 2.40
H -1.11 -3.89 2.75
H -0.59 -3.25 1.16
H 4.22 -2.98 0.70
H 5.27 -2.75 2.12
H 4.56 -1.33 1.29
H -0.22 2.34 -2.96
H -0.12 0.97 -1.84
H -0.31 0.70 -3.58
H 4.29 -1.46 -1.46
H 5.66 -0.82 -2.38
H 4.46 -1.85 -3.17
H 1.11 -3.95 -2.20
C -2.33 -0.22 -0.65
Si -3.73 -1.30 -1.24
H -2.13 -0.57 0.37
H -2.53 0.85 -0.72
C -4.96 -1.66 0.10
C -2.60 -2.76 -1.63
C -3.90 -0.18 -2.77
H -3.78 0.88 -2.47
H -4.84 -0.29 -3.33
H -3.05 -0.43 -3.41
H -4.43 -2.05 0.99
H -5.69 -2.42 -0.22
H -5.51 -0.76 0.43
H -1.98 -2.97 -0.74
H -1.92 -2.45 -2.44
H -3.14 -3.67 -1.93
I 4.06 1.52 0.34

# 2
This record from the OMol25 dataset describes a molecular structure, C33H57CuN3O4Si at a distorted geometry. The level of theory is ωB97M-V with the def2-TZVPD basis set.

- relative energy (zero: lowest compared OMol25 entry of this formula, charge and spin) (kcal per mole) = 0.00
- 2S+1 = 2
- gap between HOMO and LUMO (spin up / spin down) (eV) = 6.3 / 6.7
- maximum force (hartree/bohr) = 0.06311

Geometry (Å):
O -0.72 -1.69 -3.07
O -0.32 -3.46 -1.59
C -1.89 -0.79 -3.17
C -1.87 0.04 -4.43
H -1.83 -0.18 -2.27
H -2.79 -1.41 -3.09
H -1.41 1.01 -4.24
H -2.90 0.24 -4.74
H -1.36 -0.45 -5.26
C 0.55 -0.97 -3.11
C 1.48 -1.84 -3.90
H 0.86 -0.82 -2.07
H 0.33 0.01 -3.56
H 1.56 -2.84 -3.48
H 2.48 -1.38 -3.93
H 1.09 -1.93 -4.93
C 0.65 -3.95 -0.55
C -1.42 -4.39 -1.93
C 1.94 -3.26 -0.67
H 0.72 -5.04 -0.66
H 0.14 -3.76 0.39
H 2.40 -3.40 -1.65
H 2.62 -3.63 0.10
H 1.83 -2.18 -0.51
C -1.02 -5.06 -3.21
H -2.27 -3.71 -2.00
H -1.50 -5.06 -1.08
H -0.86 -4.31 -4.00
H -1.79 -5.75 -3.55
H -0.08 -5.63 -3.09
H -0.39 -2.72 -2.37
N 0.61 3.04 0.34
C 1.28 3.88 1.11
C 1.69 3.57 2.42
C 1.68 2.30 3.02
C 1.71 5.22 0.56
H 0.90 5.71 0.01
H 2.57 5.11 -0.11
H 2.01 5.87 1.39
C 2.54 2.09 4.22
H 3.26 1.27 4.07
H 1.95 1.84 5.12
H 3.09 3.01 4.41
N 0.94 1.30 2.58
C 0.64 3.16 -1.08
C -0.35 3.89 -1.78
C -1.38 4.74 -1.11
C -0.38 3.83 -3.18
H -1.20 4.31 -3.71
C 0.65 3.20 -3.89
H 0.64 3.18 -4.98
C 1.72 2.64 -3.20
H 2.57 2.21 -3.74
C 1.74 2.63 -1.80
C 2.95 2.11 -1.08
C 1.02 0.02 3.17
C 0.08 -0.34 4.18
C -0.77 0.72 4.81
C -0.03 -1.68 4.53
H -0.78 -1.94 5.29
C 0.77 -2.65 3.95
H 0.65 -3.70 4.22
C 1.76 -2.29 3.02
H 2.43 -3.03 2.60
C 1.90 -0.96 2.63
C 2.92 -0.57 1.61
Cu -0.48 1.61 1.27
H -2.38 4.30 -1.18
H -1.43 5.72 -1.61
H -1.15 4.93 -0.06
H 2.68 1.57 -0.16
H 3.64 2.92 -0.80
H 3.51 1.42 -1.73
H -1.46 0.25 5.53
H -1.35 1.29 4.09
H -0.15 1.43 5.37
H 3.47 0.33 1.90
H 2.47 -0.39 0.62
H 3.65 -1.38 1.49
H 2.20 4.36 2.97
C -0.99 -0.15 0.95
Si -2.55 -1.17 1.30
H -0.12 -0.76 1.27
H -0.91 -0.14 -0.16
C -3.73 -1.28 -0.15
C -3.30 -0.37 2.80
C -2.11 -2.96 1.71
H -2.79 -3.32 2.49
H -1.09 -3.06 2.11
H -2.21 -3.61 0.84
H -3.97 -0.27 -0.50
H -4.65 -1.78 0.19
H -3.32 -1.87 -0.98
H -3.42 0.72 2.64
H -2.67 -0.52 3.68
H -4.29 -0.82 2.98
O -2.03 2.76 2.09
N -2.75 2.76 1.04
O -2.29 2.10 0.06

# 3
This record from the OMol25 dataset describes a molecular structure, C33H57N3O5SiZn at a distorted geometry. The level of theory is ωB97M-V with the def2-TZVPD basis set.

- relative energy (zero: lowest compared OMol25 entry of this formula, charge and spin) (kcal per mole) = 89.98
- gap between HOMO and LUMO (eV) = 5.9
- maximum force (hartree/bohr) = 0.06915

Geometry (Å):
O -1.52 1.87 2.78
O -4.23 4.85 0.21
C -1.93 1.54 4.17
C -0.70 1.34 5.03
H -2.57 0.67 4.07
H -2.53 2.38 4.52
H -0.14 0.45 4.68
H -1.02 1.17 6.07
H -0.04 2.23 5.00
C -1.09 3.28 2.54
C -2.11 4.24 3.11
H -1.01 3.42 1.45
H -0.08 3.40 2.98
H -3.13 3.99 2.80
H -1.91 5.26 2.76
H -2.06 4.27 4.21
C -3.76 4.70 -1.12
C -5.35 4.02 0.53
C -2.62 5.65 -1.41
H -4.58 4.90 -1.83
H -3.42 3.66 -1.28
H -2.87 6.69 -1.15
H -2.40 5.62 -2.48
H -1.71 5.37 -0.87
C -6.40 4.79 1.30
H -4.98 3.19 1.16
H -5.80 3.57 -0.38
H -5.95 5.37 2.11
H -7.13 4.09 1.73
H -6.94 5.46 0.63
H 0.63 0.90 -1.64
N 0.16 -2.03 0.91
C 0.15 -3.16 0.24
C -0.31 -3.37 -1.10
C -0.13 -2.64 -2.29
C 0.57 -4.46 0.92
H -0.05 -4.70 1.80
H 1.62 -4.42 1.24
H 0.47 -5.28 0.20
C -0.41 -3.38 -3.58
H 0.53 -3.69 -4.04
H -0.97 -2.75 -4.29
H -1.01 -4.27 -3.35
N 0.26 -1.40 -2.33
C 0.59 -1.90 2.24
C -0.30 -2.12 3.33
C -1.73 -2.48 3.07
C 0.19 -2.11 4.64
H -0.51 -2.35 5.45
C 1.53 -1.87 4.90
H 1.90 -1.88 5.93
C 2.41 -1.65 3.84
H 3.48 -1.53 4.02
C 1.96 -1.65 2.52
C 2.93 -1.53 1.39
C 0.91 -0.73 -3.34
C 0.23 0.25 -4.13
C -1.26 0.22 -4.27
C 0.99 1.25 -4.73
H 0.47 2.06 -5.25
C 2.38 1.23 -4.67
H 2.96 2.03 -5.14
C 3.04 0.20 -4.01
H 4.13 0.16 -3.96
C 2.34 -0.81 -3.37
C 3.03 -1.88 -2.60
Zn -1.08 0.85 1.27
H -2.31 -1.66 2.61
H -2.21 -2.75 4.02
H -1.79 -3.35 2.40
H 2.89 -2.45 0.78
H 3.95 -1.45 1.79
H 2.73 -0.67 0.74
H -1.66 1.24 -4.33
H -1.75 -0.29 -3.44
H -1.56 -0.29 -5.19
H 2.67 -1.93 -1.56
H 4.11 -1.68 -2.58
H 2.88 -2.87 -3.05
H -0.79 -4.34 -1.25
C -1.18 0.91 -0.89
Si -2.98 0.33 -0.56
H -1.00 1.94 -1.21
H -0.85 0.13 -1.61
C -3.88 0.61 1.11
C -3.00 -1.56 -0.70
C -4.23 0.92 -1.85
H -4.43 2.00 -1.81
H -5.18 0.40 -1.65
H -3.91 0.67 -2.87
H -3.53 0.01 1.97
H -4.91 0.27 0.91
H -3.94 1.65 1.42
H -2.22 -2.01 -0.07
H -2.81 -1.89 -1.74
H -3.98 -1.95 -0.39
O 1.26 2.95 -1.29
N 1.75 2.05 -0.61
O 2.52 2.14 0.33
O 1.36 0.74 -0.95